(one)
The following is a DFT calculation (ωB97M-V/def2-TZVPD) of C4H8N4 in the gas phase.

- HOMO level (eV) = -7.5
- lowest unoccupied orbital energy (Ha) = 0.018
- net charge = 0

```
16
Properties=species:S:1:pos:R:3:lowdin_charge:R:1
C 0.73 -0.89 0.74 -0.23
C -0.42 1.24 -1.95 -0.06
C 0.20 0.42 0.30 -0.36
N -0.40 1.31 1.11 0.19
N 0.23 -1.37 2.01 0.05
N -0.04 0.24 -0.98 -0.03
C 0.34 -1.46 -0.86 -0.35
N 0.26 -2.36 -1.60 0.04
H 1.82 -0.89 0.67 0.13
H -0.96 2.06 0.74 0.11
H -0.37 1.10 2.10 0.10
H 0.86 -2.04 2.42 0.08
H -0.67 -1.82 1.89 0.09
H 0.27 2.08 -1.97 0.08
H -0.41 0.75 -2.92 0.08
H -1.42 1.63 -1.72 0.08
```


(two)
The following is a DFT calculation (ωB97M-V/def2-TZVPD) of C4H8N4 in the gas phase.

- HOMO level (eV) = -8.2
- lowest unoccupied orbital energy (Ha) = 0.016
- net charge = 0

```
16
Properties=species:S:1:pos:R:3:lowdin_charge:R:1
C 0.02 0.67 -0.61 -0.39
N 1.38 0.42 0.06 -0.11
C -0.70 -0.65 -0.72 -0.27
N 1.33 -0.02 1.45 -0.01
N -0.64 1.70 0.15 0.04
C -1.94 -0.91 -0.28 0.11
C 0.17 -1.74 -1.11 -0.21
N 0.69 -2.71 -1.47 0.16
H 1.89 1.29 -0.02 0.10
H 0.23 1.04 -1.62 0.15
H 0.93 -0.96 1.52 0.07
H 2.28 -0.16 1.81 0.08
H -0.51 1.45 1.13 0.07
H -0.18 2.59 0.01 0.07
H -2.38 -1.89 -0.39 0.08
H -2.57 -0.11 0.10 0.07
```


(three)
The following is a DFT calculation (ωB97M-V/def2-TZVPD) of C4H8N4 in the gas phase.

- HOMO level (eV) = -7.9
- lowest unoccupied orbital energy (Ha) = 0.023
- net charge = 0

```
16
Properties=species:S:1:pos:R:3:lowdin_charge:R:1
C 3.67 0.02 0.03 -0.13
C 0.20 -0.62 -0.06 -0.14
C -0.40 0.62 -0.10 -0.12
C -3.76 -0.38 0.12 -0.05
H 4.00 0.25 1.05 0.06
H 4.15 0.63 -0.79 0.08
H 3.87 -1.04 -0.24 0.07
H -0.40 -1.55 -0.03 0.08
H 0.10 1.58 -0.03 0.10
H -2.33 1.59 -0.16 0.13
H -4.25 0.56 0.34 0.06
H -4.37 -1.28 0.05 0.07
N 2.21 0.24 0.04 -0.10
N 1.64 -0.85 -0.04 -0.02
N -1.80 0.72 -0.03 -0.07
N -2.52 -0.49 -0.14 -0.03
```


Going by the computed energies, the most stable comes first: (two), (one), (three).